# 1
Entry from the Open Molecules 2025 dataset: an isolated molecule of C4H9O2 in a non-equilibrium geometry (wB97M-V/def2-TZVPD).

Values from the calculation:
HOMO energy (alpha / beta) = -9.68 / -9.78 eV
⟨S²⟩ = 0.763
2S+1 = 2
energy relative to the best compared isomer or geometry (same formula, charge and spin) = 33.3 kcal per mole
frontier orbital gap (alpha / beta) = 10.6408 / 8.2188 eV
DFT total energy = -8385.465 eV

Last column: Löwdin spin population.
Atoms and positions in Å:
C  -0.46353  1.09242  -1.40517  0.09
O  -0.55657  0.17047  -2.28320  0.58
C  0.95257  0.75648  -0.30422  0.23
C  0.40953  0.03770  0.87347  0.03
C  -0.01377  -1.42743  0.66875  0.00
O  -1.23880  -1.75882  1.37919  0.00
H  -1.28824  1.20618  -0.70332  0.00
H  -0.00825  2.02297  -1.83921  0.04
H  1.42290  1.72626  -0.18716  0.01
H  1.58993  0.30211  -1.06196  0.00
H  -0.50179  0.58880  1.13091  0.01
H  1.01266  0.09801  1.79860  0.01
H  -0.15825  -1.68628  -0.37124  0.00
H  0.69835  -2.03678  1.22491  0.00
H  -1.85676  -1.09210  1.07967  0.00

Cartesian forces (eV/Å) of the 2 atoms listed first:
1.930 0.975 0.577
-0.087 -1.036 -0.350

=====

# 2
Entry from the Open Molecules 2025 dataset: a 2-piece molecular cluster, C4H9O2 overall in a non-equilibrium geometry (wB97M-V/def2-TZVPD).

Values from the calculation:
HOMO energy (alpha / beta) = -12.87 / -14.71 eV
charge = +1
energy relative to the best compared isomer or geometry (same formula, charge and spin) = 129.5 kcal per mole
frontier orbital gap (alpha / beta) = 6.8071 / 10.7104 eV
DFT total energy = -8375.268 eV

Last column: Mulliken charge in e.
Atoms and positions in Å:
C  -0.16274  -0.36179  0.15761  0.63
C  0.17026  -3.05247  1.40037  -0.72
C  -1.40397  1.30205  -1.01388  -0.88
C  1.60475  1.23366  -0.15154  -0.77
O  -1.26090  -0.03000  -0.33771  -0.20
O  1.01813  -0.00884  0.30166  -0.20
H  0.75902  -2.94398  2.33212  0.32
H  -0.96059  -2.75217  1.31724  0.29
H  0.72316  -3.12906  0.53481  0.35
H  -0.63998  1.53077  -1.67404  0.44
H  -1.54497  2.07188  -0.33075  0.43
H  -2.39368  1.13664  -1.41074  0.28
H  1.86745  1.11749  -1.09602  0.39
H  0.91817  2.02210  0.13560  0.39
H  2.60931  1.27151  0.42709  0.24

Cartesian forces (eV/Å) of the 2 atoms listed first:
-0.406 -3.427 1.491
-2.797 2.415 1.620

=====

# 3
Entry from the Open Molecules 2025 dataset: a 2-piece molecular cluster, C4H9O2 overall in a non-equilibrium geometry (wB97M-V/def2-TZVPD).

Values from the calculation:
HOMO energy (alpha / beta) = -13.31 / -13.20 eV
charge = +1
energy relative to the best compared isomer or geometry (same formula, charge and spin) = 91.9 kcal per mole
frontier orbital gap (alpha / beta) = 7.6640 / 7.4099 eV
DFT total energy = -8376.897 eV

Last column: Mulliken charge in e.
Atoms and positions in Å:
C  -1.96438  -0.09075  0.88535  -0.07
C  1.38548  1.10004  0.10850  -0.99
C  0.52221  -1.64805  -0.27346  -0.90
C  0.00461  0.51510  -0.21637  0.63
O  -0.68395  0.91611  -1.23856  -0.49
O  -0.74755  0.05857  0.83243  -0.21
H  -2.34103  -0.42848  1.85045  0.26
H  -2.75701  0.33869  0.32184  0.31
H  1.99209  0.28867  0.69434  0.30
H  1.81216  1.36519  -0.82445  0.35
H  1.43193  1.95596  0.78857  0.33
H  -0.27552  -1.75442  -0.91696  0.40
H  0.39889  -1.81256  0.83110  0.35
H  1.48135  -1.86667  -0.74799  0.33
H  -0.25931  1.06260  -2.09481  0.39

Cartesian forces (eV/Å) of the 2 atoms listed first:
-2.659 0.129 2.379
-0.082 -1.910 2.644

=====

# 4
Entry from the Open Molecules 2025 dataset: an isolated ion of composition C4H9O2 and charge +1 in a non-equilibrium geometry (wB97M-V/def2-TZVPD).

Values from the calculation:
HOMO energy = -15.72 eV
charge = +1
energy relative to the best compared isomer or geometry (same formula, charge and spin) = 27.4 kcal per mole
frontier orbital gap = 10.8666 eV
DFT total energy = -8379.695 eV

Last column: Mulliken charge in e.
Atoms and positions in Å:
C  -0.68369  -0.25929  -1.81886  -0.26
C  -0.03506  -1.05630  1.68572  -1.18
C  1.04348  0.69150  0.19887  -1.01
C  0.11784  -0.46764  0.30442  1.00
O  -1.25249  0.74307  -1.12456  -0.54
O  -0.20764  -1.08229  -0.68508  -0.20
H  -1.42777  -0.91030  -2.43679  0.31
H  0.15592  0.03932  -2.65803  0.30
H  0.59075  -1.97851  1.67975  0.38
H  0.28470  -0.36200  2.43676  0.35
H  -1.03245  -1.53691  1.94201  0.36
H  1.97357  0.11390  0.36907  0.34
H  0.81831  1.45822  0.86062  0.38
H  1.00440  1.16431  -0.80715  0.37
H  -1.88756  1.30269  -1.65058  0.39

Cartesian forces (eV/Å) of the 2 atoms listed first:
0.565 -1.255 -4.010
-0.874 -1.809 -0.951

=====

# 5
Entry from the Open Molecules 2025 dataset: a 2-piece molecular cluster, C4H9O2S overall in a non-equilibrium geometry (wB97M-V/def2-TZVPD).

Values from the calculation:
HOMO energy = -3.63 eV
charge = -1
energy relative to the best compared isomer or geometry (same formula, charge and spin) = 37.1 kcal per mole
frontier orbital gap = 6.6700 eV
DFT total energy = -19224.543 eV

Last column: Mulliken charge in e.
Atoms and positions in Å:
C  2.14410  -0.56780  -1.17866  -0.70
C  -0.24294  0.82619  -2.26616  -0.68
S  1.18483  -0.34414  -2.67738  -0.14
H  2.19304  0.39325  -0.68003  0.27
H  1.81575  -1.52127  -0.60819  0.24
H  3.24422  -0.85908  -1.42034  0.27
H  0.19472  1.79399  -2.48427  0.25
H  -0.56487  0.76286  -1.24941  0.22
H  -0.99076  0.41721  -2.91821  0.27
C  -1.94926  -1.06941  2.07117  -0.83
C  -1.05961  0.23538  2.36406  0.53
O  0.17127  0.23632  2.13658  -0.68
O  -1.61912  1.26187  2.89044  -0.75
H  -1.52456  -1.65742  1.21654  0.18
H  -2.87435  -0.57331  1.94893  0.27
H  -2.22136  -1.78157  2.87446  0.30

Cartesian forces (eV/Å) of the 2 atoms listed first:
1.591 -2.215 0.305
2.163 -1.023 -0.181

=====

# 6
Entry from the Open Molecules 2025 dataset: C4H9O2S3 as an isolated structure in a non-equilibrium geometry (wB97M-V/def2-TZVPD).

Values from the calculation:
HOMO energy = -3.00 eV
charge = -1
energy relative to the best compared isomer or geometry (same formula, charge and spin) = 0.0 kcal per mole
frontier orbital gap = 6.2883 eV
DFT total energy = -40895.285 eV

Last column: Mulliken charge in e.
Atoms and positions in Å:
C  3.07116  1.17233  0.37534  -1.31
C  -2.45436  -2.09566  0.16900  -0.66
C  1.65959  0.62129  0.40700  -0.16
C  -0.47353  -0.51012  -0.86122  -0.61
O  -1.04983  2.48994  -0.40061  -0.55
O  -3.02530  1.02724  -0.37003  -0.60
S  -0.64213  -1.99436  0.17850  -0.13
S  1.21014  -0.10332  -1.21458  -0.16
S  -1.67828  1.29074  0.16229  0.57
H  3.11660  2.04393  -0.27522  0.32
H  3.38604  1.46631  1.37775  0.36
H  3.76248  0.42178  -0.00253  0.32
H  -2.85184  -1.08681  0.20219  0.19
H  -2.75878  -2.66268  1.04583  0.28
H  -2.78140  -2.60507  -0.73515  0.23
H  0.92878  1.40275  0.60905  0.20
H  1.55907  -0.18059  1.14142  0.30
H  -0.97840  -0.69770  -1.80903  0.40

Cartesian forces (eV/Å) of the 2 atoms listed first:
-0.173 -0.015 -0.009
0.424 -0.092 0.032